10
Properties=species:S:1:pos:R:3 method="wB97M-V/def2-TZVPD" charge=-1 smiles="C=C([S-])OC(=O)O" max_force_ev_per_a=4.1 gap_ha=0.258 homo_ev=-3.30
C -0.9552 -0.8028 0.6334
C -1.0635 0.4897 0.2135
C 1.7081 0.8943 -0.2035
O 2.0488 0.0737 -1.0136
O 0.4511 1.2144 0.1787
O 2.5666 1.5645 0.6029
S -2.1634 1.5028 -0.3539
H -1.8719 -1.1552 0.9561
H -0.0648 -1.4158 0.9326
H 1.8564 1.9440 1.2065

10
Properties=species:S:1:pos:R:3 method="wB97M-V/def2-TZVPD" charge=-1 max_force_ev_per_a=2.3 gap_ha=0.289 homo_ev=-4.39
C -1.4455 1.0978 -0.2157
C -2.4695 0.3696 -0.0372
C 1.4988 -0.4250 0.0628
O 0.3707 -0.4169 0.5455
O 2.0729 0.2960 -0.7396
O 2.3359 -1.3683 0.5885
S -3.5847 -0.6838 0.4516
H -0.6022 0.4561 0.2592
H -1.2364 1.9792 -0.8516
H 3.0599 -1.3048 -0.0637

10
Properties=species:S:1:pos:R:3 method="wB97M-V/def2-TZVPD" charge=+3 s2=16.781 max_force_ev_per_a=7.8 multiplicity=8 gap_ha="0.295 / 0.252" homo_ev="-24.76 / -24.22"
O 1.0727 -2.1847 0.0779
C 2.0281 -1.6452 -0.3710
O 2.4479 -0.5551 -0.5894
Tb 1.7557 1.6711 -0.3185
C -0.1926 0.4011 0.6738
C -1.5072 0.5696 0.2672
H -0.0441 0.4541 1.7612
H -2.1949 1.1784 0.8665
O -2.0130 0.2155 -0.8652
H -1.3527 -0.1048 -1.5025

10
Properties=species:S:1:pos:R:3 method="wB97M-V/def2-TZVPD" charge=+1 s2=0.762 max_force_ev_per_a=3.9 multiplicity=2 gap_ha="0.374 / 0.279" homo_ev="-14.62 / -14.74"
C -1.0266 -0.7752 0.6359
C -1.1930 -1.9539 -0.0399
O -1.8305 0.2366 0.4544
H -0.4705 -2.7555 0.1052
H -1.8244 -1.9761 -0.9318
H -2.5810 0.1618 1.0833
O 0.9071 1.0272 0.6097
C 0.8480 -0.0762 1.1366
O 1.5365 -0.8195 1.7595
Tl -0.5420 2.3749 -0.6398

10
Properties=species:S:1:pos:R:3 method="wB97M-V/def2-TZVPD" charge=+1 s2=3.752 max_force_ev_per_a=5.2 multiplicity=4 gap_ha="0.238 / 0.186" homo_ev="-11.78 / -11.79"
C -1.0189 2.1149 0.4711
C -0.3661 1.0063 0.0782
O -0.1091 -0.0535 0.8283
Tm 1.3235 -1.8948 0.8197
H -1.5000 2.1741 1.4498
H -1.1943 2.9168 -0.2459
H -0.0044 0.9507 -0.9620
O -0.4159 -2.1597 2.8248
C -1.1984 -1.2888 2.9679
O -2.0984 -0.6366 3.2910

10
Properties=species:S:1:pos:R:3 method="wB97M-V/def2-TZVPD" charge=0 s2=6.003 max_force_ev_per_a=2.4 multiplicity=5 gap_ha="0.257 / 0.329" homo_ev="-7.70 / -9.49"
H -0.2405 -0.1197 0.5703
O 1.4223 1.5946 0.9447
C 0.2327 1.7250 1.0892
O -0.6587 0.7012 0.8573
O -0.4619 2.7628 1.4143
V -2.2885 1.9569 1.4834
H 0.0864 4.0984 1.1803
C 0.6950 5.2826 1.5037
C 0.3022 5.2251 0.3196
H 1.0719 5.4434 2.5049

11
Properties=species:S:1:pos:R:3 method="wB97M-V/def2-TZVPD" charge=0 s2=0.756 max_force_ev_per_a=9.2 multiplicity=2 gap_ha="0.262 / 0.260" homo_ev="-8.35 / -8.60"
C 0.6912 0.8705 0.5538
C 0.1166 1.4750 -0.6748
O -1.0710 1.2188 -0.9582
O -0.3351 0.6664 1.4090
H 1.4400 1.5801 0.9629
H 0.6648 2.2673 -1.2083
Sn -1.7454 -0.0968 0.3957
O -1.2054 -1.8142 0.0009
O 0.2794 -3.4406 -0.4543
C -0.0343 -2.2970 -0.2017
H 1.1991 -0.4295 0.1750

8
Properties=species:S:1:pos:R:3 method="wB97M-V/def2-TZVPD" charge=0 smiles="OP=c1cc1" max_force_ev_per_a=4.0 gap_ha=0.310 homo_ev=-7.99
C 1.2885 1.1610 0.0767
C 1.6624 -0.0779 -0.0850
C -0.0234 0.6631 0.1383
O -1.9421 -1.2620 0.0912
P -1.6448 0.3927 -0.0150
H 1.6670 2.0232 0.4007
H 1.7145 -1.1803 -0.3583
H -2.7222 -1.7199 -0.2486

8
Properties=species:S:1:pos:R:3 method="wB97M-V/def2-TZVPD" charge=0 max_force_ev_per_a=3.5 gap_ha="0.242 / 0.241" homo_ev="-7.64 / -7.64"
C -0.7045 0.3474 0.4564
C -1.6189 -0.6180 0.2566
C 0.5646 0.2907 -0.2730
O -2.2567 -1.4491 -0.2698
P 3.0220 -0.6264 0.0592
H -0.8308 1.0170 1.3145
H 1.1854 1.1944 -0.1638
H 0.6390 -0.1560 -1.3800

8
Properties=species:S:1:pos:R:3 method="wB97M-V/def2-TZVPD" charge=0 max_force_ev_per_a=5.3 gap_ha="0.256 / 0.254" homo_ev="-7.09 / -7.13"
C -1.0779 -0.9830 -0.1306
C -1.3438 0.3209 -0.2368
C -0.5776 -0.1360 0.8982
O 2.1540 0.9521 -0.0008
P 2.2984 -0.5363 -0.3890
H -1.2878 -2.1191 -0.4000
H -2.0037 1.0709 -0.6182
H 1.8384 1.4305 0.8774

8
Properties=species:S:1:pos:R:3 method="wB97M-V/def2-TZVPD" charge=0 s2=2.012 max_force_ev_per_a=2.8 multiplicity=3 gap_ha="0.290 / 0.285" homo_ev="-7.84 / -8.70"
C 1.0566 -0.6056 -0.0219
C 0.2118 0.5406 -0.5626
C -1.0414 0.6313 -0.2617
O -1.9602 -0.0936 0.3488
P 2.6902 -0.5217 0.0669
H 0.4387 -1.4196 0.3234
H 0.7108 1.2806 -1.1583
H -2.1065 0.1881 1.2653

9
Properties=species:S:1:pos:R:3 method="wB97M-V/def2-TZVPD" charge=0 smiles="C=CP1SC1=O" max_force_ev_per_a=1.6 gap_ha=0.333 homo_ev=-9.05
C -1.6309 0.2186 0.2425
C -0.4164 0.4733 -0.2234
C 1.5835 -0.7015 0.1508
O 1.5102 -1.8697 0.2996
P 1.0344 0.9152 0.7639
S 2.4483 0.4561 -0.8117
H -2.3956 -0.1712 -0.4108
H -1.9128 0.3795 1.2677
H -0.2208 0.2997 -1.2786

8
Properties=species:S:1:pos:R:3 method="wB97M-V/def2-TZVPD" charge=-1 s2=0.808 max_force_ev_per_a=1.9 multiplicity=2 gap_ha="0.230 / 0.244" homo_ev="-2.65 / -3.05"
C 0.0611 -0.9792 -0.3582
C 1.1480 0.0495 0.0534
C -0.2482 0.0609 0.5646
H 1.4883 0.8431 -0.6310
H 1.9725 -0.3016 0.6954
H -0.5111 -0.0379 1.6281
O -1.8522 0.9710 -0.2580
Tl -2.0584 -0.6059 -1.6942

8
Properties=species:S:1:pos:R:3 method="wB97M-V/def2-TZVPD" charge=+2 s2=0.765 max_force_ev_per_a=5.4 multiplicity=2 gap_ha="0.247 / 0.149" homo_ev="-16.43 / -16.28"
H -2.9872 0.6384 -0.6329
O -0.4978 1.3219 -0.1306
C -2.6894 -0.1686 0.0383
C -1.4947 -0.7999 -0.1022
C -0.3835 0.1390 -0.2633
H -3.4376 -0.5637 0.7281
H -1.2810 -1.7865 0.3035
Yb 2.2409 -0.5305 0.2947

8
Properties=species:S:1:pos:R:3 method="wB97M-V/def2-TZVPD" charge=0 max_force_ev_per_a=3.0 gap_ha="0.228 / 0.228" homo_ev="-7.46 / -7.44"
C -1.2712 -1.0959 0.0615
C -1.7741 -1.7276 1.1630
C -0.0203 -0.2456 0.0738
P -2.1409 -1.9673 -1.1995
S -2.5989 -2.2906 2.3102
H 0.1425 0.3586 -0.8634
H 0.8805 -0.8002 -0.0325
H -0.0951 0.1437 1.0884

61
Properties=species:S:1:pos:R:3 method="wB97M-V/def2-TZVPD" charge=0 max_force_ev_per_a=6.3 gap_ha=0.334 homo_ev=-9.15
C -0.5718 -1.7970 -2.2432
N -0.7523 -1.3006 -0.8424
C -0.0382 0.0005 -0.6436
C -2.2158 -1.1652 -0.6050
H 0.4764 -2.1432 -2.2380
H -0.5974 -1.0595 -3.1068
H -1.1470 -2.7240 -2.3511
H -0.2351 0.5177 0.3857
H 1.0325 -0.0884 -0.7239
H -0.3038 0.8521 -1.2996
H -2.5099 -1.5115 0.4641
H -2.8370 -1.8559 -1.1043
H -2.4670 -0.1168 -0.6843
H 1.3464 -0.8836 3.9323
H 0.6018 -0.8529 2.4982
O 0.5684 -0.4072 3.4405
H -2.5066 3.4452 2.5711
H -2.2043 2.3641 1.6209
O -1.7325 3.0240 2.1019
H 2.0786 2.6831 -2.0145
H 2.5525 2.0136 -0.5598
O 2.2825 1.7527 -1.4759
H 0.2901 -2.4076 0.7976
H -0.0070 -2.7434 2.2927
O 0.6596 -2.4511 1.6811
H 3.9140 -2.4048 -1.5579
H 3.0144 -3.6084 -1.3444
O 3.7962 -3.2023 -0.9611
H 1.5422 -4.1499 -0.2891
H 0.6936 -4.8379 -1.4156
O 1.1072 -4.0549 -1.1674
H 2.0772 -1.5160 0.9862
H 3.2983 -1.5556 0.1297
O 2.9858 -1.2172 0.9415
H 0.4270 4.0174 0.7779
H 0.7811 2.5158 0.4417
O 0.5912 3.4152 0.0233
H 0.6599 1.2305 2.8926
H -0.0957 2.4503 2.4422
O 0.7369 2.0837 2.4577
H 2.9689 -0.0013 -2.0250
H 2.3225 -1.2065 -1.5256
O 3.0746 -0.9361 -2.0590
H -2.0071 0.0948 -2.9141
H -2.4054 1.1531 -3.9512
O -1.9606 0.3734 -3.8075
H 3.1439 0.4516 1.0416
H 2.0910 1.4474 1.4577
O 2.9476 1.4384 1.0698
H -3.0401 1.1031 0.2937
H -4.2887 1.4187 1.1147
O -3.3515 1.1261 1.2237
H -1.2149 3.8713 -0.4242
H -1.1486 3.7135 -1.9622
O -1.7854 3.8601 -1.1784
H -2.4238 2.3800 -1.3434
H -3.8092 2.3954 -1.2767
O -3.1498 1.8182 -1.3396
H -1.7926 -2.5708 3.7382
H -0.5576 -1.6765 3.8868
O -0.9056 -2.5648 3.7297